The following is a DFT calculation (ωB97M-V/def2-TZVPD) of one molecule with the formula C2H5N3S.

Element x y z (Å)
S1 -0.071 1.466 -0.273
N1 0.593 -1.396 -0.260
N2 1.058 -0.361 -0.149
N3 2.318 0.183 -0.008
C1 -1.553 -0.836 -0.631
C2 -1.548 0.370 0.182
H1 3.221 -0.298 0.298
H2 -1.619 0.553 1.247
H3 -2.382 0.825 -0.368
H4 -2.172 -1.628 -0.226
H5 2.154 1.123 0.189

Forces on atoms 1 to 2 (eV/Å):
S -0.926 -1.471 -0.040
N -0.740 -0.881 0.199

Its LUMO energy (spin up / spin down) is -0.5 / -0.5 eV. For the HOMO-LUMO gap (spin up / spin down), the calculation gives 7.482 / 7.483 eV. The energy above the lowest of the compared OMol25 structures with the same formula, charge and spin comes out at 183.35 kcal/mol. Its spin multiplicity is 1. The calculation puts the HOMO energy (spin up / spin down) at -7.99 / -7.99 eV.

In the Mulliken picture, each atom carries the following charge in e: -0.2042 -0.4222 0.5460 -0.5050 -0.3399 -0.4392 0.2719 0.3584 0.3193 0.1870 0.2280

The following is a DFT calculation (ωB97M-V/def2-TZVPD) of one molecule with the formula C14H10.

Element x y z (Å)
C1 0.806 -1.027 -3.414
C2 -1.233 0.311 2.749
C3 1.385 0.185 -3.026
C4 -1.608 -1.269 0.972
C5 -0.518 1.316 3.348
C6 0.069 -1.747 -2.454
C7 -0.306 -1.121 -1.136
C8 0.581 1.850 1.179
C9 1.143 0.794 -1.810
C10 0.420 2.049 2.541
C11 -0.167 0.778 0.465
C12 -1.311 -1.787 -0.236
C13 0.198 0.149 -0.831
C14 -0.929 0.042 1.380
H1 1.091 2.744 2.960
H2 1.288 -1.595 -4.281
H3 -0.214 -2.898 -2.675
H4 -2.130 -1.766 1.746
H5 1.858 1.573 -1.556
H6 -0.352 1.691 4.449
H7 1.335 2.252 0.677
H8 -1.822 -0.348 3.423
H9 1.971 0.616 -3.915
H10 -1.557 -2.793 -0.555

Forces on atoms 1 to 2 (eV/Å):
C 0.238 -2.951 1.375
C 1.180 0.802 1.137

Its LUMO energy is 0.4 eV. For the HOMO-LUMO gap, the calculation gives 8.747 eV. The energy above the lowest of the compared OMol25 structures with the same formula, charge and spin comes out at 0.00 kcal/mol. Its spin multiplicity is 1. The calculation puts the HOMO energy at -8.37 eV.

In the Mulliken picture, each atom carries the following charge in e: -0.6465 -0.5338 -0.2369 -1.0509 -0.3405 -0.3810 0.7780 -0.6807 -0.6927 -0.5338 0.1127 -0.7478 0.8390 1.3535 0.3892 0.2701 0.1571 0.3362 0.2306 0.2091 0.4027 0.2152 0.2500 0.3011

The following is a DFT calculation (ωB97M-V/def2-TZVPD) of C51H74N3O2SSe2SiW as an isolated structure.

Element x y z (Å)
W1 1.045 0.361 0.401
Se1 2.317 -0.969 -1.353
Se2 -0.824 2.254 0.988
S1 2.262 2.350 0.290
Si1 5.728 3.442 0.974
O1 -0.497 -0.163 -0.456
O2 0.723 0.011 2.162
N1 3.098 0.088 1.089
N2 0.774 -0.061 -3.657
N3 1.044 -2.234 -3.584
C1 -1.867 0.083 -0.435
C2 -2.347 1.179 4.734
C3 -3.767 -3.140 -0.854
C4 -5.942 1.490 -0.575
C5 -4.133 -0.282 -0.947
C6 0.277 -2.671 3.506
C7 -3.166 3.106 6.080
C8 -0.123 -2.232 5.910
C9 4.566 4.603 0.082
C10 -1.330 -2.850 -0.703
C11 -2.599 -2.255 -1.322
C12 3.598 1.327 0.899
C13 1.248 -1.085 -2.933
C14 4.523 -3.805 -2.248
C15 -6.881 0.485 -1.242
C16 1.807 -1.131 4.803
C17 2.299 1.936 -3.649
C18 -0.437 0.045 -5.891
C19 5.167 -0.616 1.947
C20 -6.425 1.740 0.863
C21 -3.596 0.794 6.904
C22 -4.505 0.985 -0.520
C23 -3.512 1.802 0.036
C24 -0.886 -0.783 -6.896
C25 -0.508 -0.389 4.218
C26 0.201 -0.574 -4.817
C27 0.355 -1.595 4.604
C28 7.251 3.101 -0.042
C29 3.489 0.234 -5.176
C30 -5.980 2.805 -1.369
C31 3.993 -3.341 -3.601
C32 -1.094 1.431 2.715
C33 -2.101 1.867 3.541
C34 2.698 -4.034 -4.016
C35 -0.072 -2.790 -5.790
C36 6.113 4.025 2.699
C37 2.870 1.627 -5.037
C38 5.665 0.664 1.739
C39 -1.551 0.074 5.026
C40 -0.309 0.328 3.043
C41 -4.792 1.614 4.878
C42 0.911 1.370 -3.373
C43 -2.224 1.335 0.075
C44 3.860 -0.884 1.607
C45 -2.832 -0.806 -0.894
C46 -2.508 -2.289 -2.852
C47 0.387 -1.953 -4.774
C48 -3.465 1.661 5.652
C49 1.483 -3.588 -3.207
C50 -0.710 -2.178 -6.846
C51 4.891 1.706 1.199
H1 3.636 2.373 -5.249
H2 4.748 -3.535 -4.365
H3 -3.763 2.772 0.445
H4 0.692 -2.333 2.555
H5 -1.689 -1.662 -3.211
H6 -6.941 -0.452 -0.685
H7 0.507 -3.093 6.133
H8 -0.755 -2.983 3.341
H9 2.098 1.780 -5.796
H10 -5.606 1.938 5.527
H11 -7.456 2.095 0.846
H12 2.225 -0.677 3.904
H13 -4.709 -2.893 -1.339
H14 1.873 -0.403 5.612
H15 3.867 -3.523 -1.419
H16 6.696 0.864 2.008
H17 0.614 1.538 -2.334
H18 4.626 -4.891 -2.226
H19 2.428 -1.987 5.074
H20 -3.430 -1.931 -3.313
H21 -1.302 -3.919 -0.918
H22 -2.694 2.733 3.277
H23 0.163 1.869 -3.987
H24 5.209 4.163 3.295
H25 4.263 4.237 -0.901
H26 -5.603 2.665 -2.383
H27 4.198 0.210 -6.002
H28 -3.947 3.456 6.755
H29 0.625 -4.242 -3.364
H30 5.505 -3.379 -2.048
H31 -5.014 0.601 4.536
H32 -2.337 -3.312 -3.195
H33 3.401 -1.856 1.739
H34 -1.151 -2.590 5.838
H35 7.010 2.628 -0.996
H36 -6.393 0.823 1.455
H37 6.629 4.986 2.654
H38 2.998 1.588 -2.881
H39 6.767 3.332 3.232
H40 5.787 -1.397 2.363
H41 2.751 -0.545 -5.375
H42 -7.886 0.904 -1.277
H43 5.108 5.537 -0.087
H44 -4.403 1.183 7.524
H45 -5.827 2.500 1.369
H46 -4.784 2.279 4.011
H47 -1.743 -0.458 5.943
H48 -0.426 -2.402 -1.104
H49 0.065 -3.862 -5.759
H50 -3.906 -3.073 0.226
H51 -4.905 -0.925 -1.339
H52 -3.548 -4.178 -1.102
H53 2.210 3.018 -3.519
H54 -2.687 0.808 7.508
H55 -1.384 -0.351 -7.753
H56 -1.323 -2.738 0.385
H57 -3.844 -0.241 6.661
H58 -1.080 -2.781 -7.663
H59 4.043 -0.037 -4.272
H60 2.500 -3.873 -5.078
H61 -3.139 3.790 5.230
H62 -5.398 3.594 -0.889
H63 2.799 -5.113 -3.883
H64 -7.008 3.159 -1.438
H65 7.758 4.043 -0.262
H66 -2.212 3.173 6.606
H67 -0.575 1.116 -5.948
H68 7.968 2.465 0.480
H69 -0.044 -1.545 6.753
H70 -6.583 0.269 -2.270
H71 1.696 -3.584 -2.139
H72 3.678 4.859 0.663
H73 0.843 -3.549 3.820
H74 3.852 -2.253 -3.610

Forces on atoms 1 to 2 (eV/Å):
W 0.331 0.548 0.088
Se -0.184 0.150 0.062

Its LUMO energy is -10.3 eV. The total charge is +3. For the HOMO-LUMO gap, the calculation gives 5.610 eV. The energy above the lowest of the compared OMol25 structures with the same formula, charge and spin comes out at 12.97 kcal/mol. Its spin multiplicity is 1. The calculation puts the HOMO energy at -15.92 eV.

Results of the Mulliken charge analysis, in e, for atoms 1 through 99: 0.0513 -0.1802 0.3349 -0.4322 0.1609 1.3867 -0.6931 0.3012 0.8548 1.1873 1.0916 -0.8354 -1.8372 1.8327 -0.4435 -1.4934 -1.6211 -2.3691 -1.0084 -1.6996 2.3985 0.6413 -0.8183 -1.2709 -2.1203 -1.4528 -0.2231 -1.2995 -1.5114 -1.6490 -2.2002 -0.2945 -0.6341 -0.9265 -1.0890 1.2141 2.3953 -1.0449 -0.6625 -1.6760 0.7116 0.6262 -0.9227 -0.8053 -0.9083 -1.0688 -0.9476 -0.2246 0.0564 0.3337 -1.6398 -0.5208 0.1195 -0.3861 -1.1947 -1.8066 0.4874 2.0547 -1.4044 -0.9220 0.4887 0.5244 0.4417 0.6565 0.0280 0.3667 0.4252 0.4534 0.3213 0.2813 0.5139 0.5173 0.0335 0.4163 0.4015 0.2031 0.4191 -0.5509 0.3626 0.4902 0.3924 0.6068 0.5696 0.6959 0.3472 0.2696 0.3894 0.5170 0.4664 0.5527 0.4004 0.3540 0.5154 0.6766 0.4581 0.3342 0.3591 0.3766 0.0040

The following is a DFT calculation (ωB97M-V/def2-TZVPD) of a 18-piece molecular cluster, C32H55Cl34NO4S3 overall.

Element x y z (Å)
Cl1 6.477 4.575 -4.934
Cl2 0.301 -0.741 -10.566
Cl3 0.689 -1.054 7.010
Cl4 -1.525 5.150 1.609
Cl5 -5.699 -5.328 -0.521
Cl6 -4.538 -7.183 3.243
Cl7 -0.736 6.889 5.406
Cl8 5.684 1.139 -2.376
Cl9 -10.916 -8.319 2.679
Cl10 3.117 9.663 0.334
Cl11 4.489 2.463 -5.365
Cl12 -2.551 -0.842 -1.859
Cl13 -4.473 -5.773 5.808
Cl14 -7.958 -5.160 1.336
Cl15 4.125 -3.673 -5.101
Cl16 1.700 7.064 0.477
Cl17 2.215 3.561 -10.318
Cl18 -3.381 5.381 3.847
Cl19 2.090 -3.394 -7.183
Cl20 1.327 -6.281 2.435
Cl21 6.302 8.064 0.359
Cl22 -9.442 -7.136 4.920
Cl23 -2.028 -0.796 5.933
Cl24 5.176 2.690 0.395
Cl25 6.936 7.314 -2.420
Cl26 9.088 1.697 -5.983
Cl27 3.700 3.687 2.751
Cl28 7.048 -0.377 -6.363
Cl29 -0.749 8.815 3.211
Cl30 5.349 -1.765 -1.785
Cl31 0.200 3.890 -12.419
Cl32 -2.810 -3.645 -1.059
Cl33 1.360 -6.366 -0.499
Cl34 3.183 -0.616 -11.067
S1 -0.003 0.805 3.760
S2 -0.410 -0.874 1.319
S3 -2.794 -3.869 2.692
O1 -2.132 -3.962 3.952
O2 -2.685 -4.988 1.807
O3 -5.331 -0.725 4.097
O4 -5.842 -0.454 -0.533
N1 1.893 -0.539 2.673
C1 7.367 1.296 -5.865
C2 -6.658 -6.178 0.694
C3 -0.833 -1.885 6.650
C4 -2.190 1.922 2.327
C5 2.279 -1.905 2.343
C6 5.674 -0.531 -3.001
C7 1.825 -1.637 -10.580
C8 0.353 -6.314 0.961
C9 0.564 -0.252 2.481
C10 -3.186 1.136 3.143
C11 -4.759 -0.852 3.027
C12 6.613 8.635 -1.288
C13 3.054 0.404 0.609
C14 -4.528 -3.436 2.945
C15 2.070 8.596 1.288
C16 -3.655 -6.933 4.758
C17 -2.848 -2.496 -2.404
C18 4.652 4.106 1.322
C19 0.106 8.243 4.656
C20 1.201 2.745 -11.515
C21 4.767 4.131 -4.848
C22 1.504 -2.940 3.147
C23 -4.191 0.291 1.000
C24 -5.052 -0.705 0.361
C25 -0.894 2.241 3.057
C26 -4.039 0.241 2.320
C27 -2.862 6.071 2.305
C28 -4.750 -2.137 2.255
C29 3.112 -4.518 -6.268
C30 2.777 0.493 2.115
C31 -4.911 -2.046 0.945
C32 -10.325 -6.826 3.421
H1 0.553 2.048 -11.001
H2 -3.586 -7.881 5.274
H3 3.751 -5.041 -6.968
H4 2.304 1.435 2.327
H5 -2.281 -2.797 2.035
H6 2.389 -0.279 0.115
H7 -2.629 2.872 2.075
H8 2.169 -2.142 1.292
H9 6.655 -0.720 -3.417
H10 5.739 9.176 -1.630
H11 2.012 -2.007 -9.581
H12 7.054 1.418 -4.839
H13 -0.639 -2.682 5.950
H14 2.917 1.374 0.180
H15 -6.001 -6.439 1.515
H16 4.048 4.734 0.679
H17 -4.638 -3.312 4.010
H18 0.682 -3.346 2.589
H19 -2.670 -6.549 4.517
H20 4.072 0.121 0.452
H21 -0.251 -5.419 0.930
H22 1.738 -2.457 -11.281
H23 -3.697 6.050 1.615
H24 -0.278 -7.192 0.981
H25 -9.650 -6.344 2.724
H26 1.146 9.126 1.464
H27 2.161 -3.737 3.442
H28 -0.250 2.735 2.351
H29 3.325 -2.032 2.572
H30 -3.692 1.025 0.404
H31 -2.002 1.426 1.395
H32 4.204 4.789 -5.496
H33 -5.158 -4.218 2.563
H34 -2.081 -2.769 -3.112
H35 1.099 7.920 4.366
H36 2.477 -5.219 -5.738
H37 2.560 8.374 2.229
H38 6.818 1.955 -6.516
H39 3.719 0.434 2.629
H40 0.164 9.059 5.365
H41 -7.094 -7.063 0.248
H42 5.529 4.638 1.649
H43 -3.826 -2.539 -2.867
H44 7.478 9.285 -1.266
H45 4.918 -0.610 -3.773
H46 4.435 4.229 -3.821
H47 -11.173 -6.191 3.642
H48 1.842 2.219 -12.211
H49 -4.918 -2.908 0.311
H50 1.139 -2.481 4.055
H51 -2.534 7.086 2.472
H52 -1.077 2.936 3.861
H53 -2.619 0.505 3.811
H54 -1.240 -2.280 7.573
H55 -3.804 1.737 3.793

Forces on atoms 1 to 2 (eV/Å):
Cl 0.005 -0.004 0.000
Cl -0.090 -0.065 0.012

Its LUMO energy is -0.8 eV. For the HOMO-LUMO gap, the calculation gives 7.497 eV. The energy above the lowest of the compared OMol25 structures with the same formula, charge and spin comes out at 0.00 kcal/mol. Its spin multiplicity is 1. The calculation puts the HOMO energy at -8.30 eV.

Results of the Mulliken charge analysis, in e, for atoms 1 through 99: -0.1438 -0.1659 -0.1676 -0.0562 -0.1063 -0.1950 -0.1192 -0.1276 -0.1656 -0.1636 -0.1263 -0.0991 -0.1609 -0.2593 -0.0851 -0.1139 -0.1443 -0.1430 -0.1604 -0.1591 -0.1352 -0.1480 -0.0800 -0.1080 -0.1069 -0.1773 -0.1296 -0.1508 -0.1759 -0.1616 -0.1713 0.0033 -0.1817 -0.1564 -0.0713 0.0933 1.4747 -0.5630 -0.5102 -0.6266 -0.6157 0.2934 0.3600 0.4301 -0.0463 -0.8110 -0.6826 -0.2967 0.2571 0.2523 -0.4451 0.8848 -0.1440 -0.2695 -1.1982 -0.4837 -0.1073 -0.0993 -0.5137 -0.2308 -0.1603 0.0104 -0.2876 -0.6588 -0.1434 -1.2785 -0.9094 0.4777 -0.2014 -0.2436 -0.3241 -0.0700 0.9458 0.3976 0.0727 0.3875 0.2628 -0.3275 -0.3882 0.5221 0.4284 0.3741 0.3171 0.2074 -0.1842 -0.2520 -0.0705 0.3429 -0.4963 0.1015 0.4617 0.0052 0.0634 0.2282 -0.2285 0.2778 0.3634 0.3068 -0.3057